## a
Here is a cluster of 12 separate species, C12H48N24O12 in total from the OMol25 dataset. Energies are from ωB97M-V/def2-TZVPD.

Last column: Löwdin charge in e.
Geometry (Å):
N -2.7136 -5.4703 2.7288  0.1714
C -2.4737 -4.2545 2.1665  -0.6108
N -3.3965 -3.9139 1.2549  0.1941
O -1.3801 -3.6901 2.3594  -0.0425
H -3.4800 -6.0439 2.4309  0.0997
H -1.9776 -5.9094 3.2524  0.1138
H -4.2227 -4.4800 1.2506  0.1078
H -3.2550 -3.1018 0.6808  0.1100
N 2.9927 4.0618 -0.4634  0.1626
C 3.9673 4.0015 0.4654  -0.6781
N 3.6526 3.2656 1.5789  0.1534
O 5.1188 4.3958 0.2846  0.0000
H 2.0191 3.9317 -0.2361  0.0592
H 3.3659 4.1660 -1.3899  0.0921
H 4.4271 3.0841 2.1886  0.1005
H 2.6997 2.9438 1.6857  0.0521
N -0.7596 -0.7178 -0.6341  0.1996
C -0.2136 0.4181 -0.1755  -0.6348
N -0.9555 1.5394 -0.4784  0.1365
O 0.8266 0.5590 0.4605  0.0041
H -0.1698 -1.5141 -0.3975  0.0663
H -1.2778 -0.6662 -1.5002  0.0644
H -1.8827 1.5796 -0.8629  0.1043
H -0.5105 2.3980 -0.1852  0.0601
N -1.1094 1.4710 -3.3999  0.1657
C -1.9821 0.5654 -3.9327  -0.6921
N -1.9321 0.5561 -5.2888  0.1592
O -2.6750 -0.1709 -3.2330  0.0025
H -1.0143 1.5051 -2.3915  0.0434
H -0.6250 2.0993 -4.0126  0.0962
H -2.2389 -0.2895 -5.7347  0.1079
H -1.4106 1.2757 -5.7488  0.0964
N 1.1453 -4.5700 -1.4085  0.1957
C 0.4482 -3.7183 -0.6451  -0.6264
N 0.9070 -3.4966 0.6101  0.1870
O -0.7324 -3.4465 -0.9652  -0.0563
H 0.6441 -4.9021 -2.2123  0.1104
H 2.1104 -4.6845 -1.1541  0.1148
H 0.2815 -3.5272 1.4041  0.0615
H 1.9083 -3.4279 0.6897  0.0939
N 1.0551 4.8271 -2.9132  0.1594
C 0.3434 4.9889 -1.7604  -0.6407
N -0.0688 6.2818 -1.6253  0.1787
O 0.1694 4.1075 -0.9206  -0.0145
H 1.8160 4.1758 -2.8059  0.0947
H 1.0166 5.5582 -3.5948  0.0985
H 0.3548 7.0086 -2.1684  0.0996
H -0.5993 6.5907 -0.8261  0.1086
N 0.5963 -1.3499 3.3416  0.1915
C -0.2964 -0.9284 4.2593  -0.6608
N -1.5356 -1.4350 4.0048  0.1665
O 0.0136 -0.1641 5.1966  -0.0258
H 1.4615 -0.8382 3.2913  0.0843
H 0.2627 -1.8813 2.5601  0.0606
H -1.6588 -2.2342 3.3811  0.0534
H -2.1866 -0.9731 4.6218  0.1093
N 0.5596 -1.6299 -3.7084  0.1726
C 1.8869 -1.9509 -3.7472  -0.6668
N 2.0555 -3.1592 -4.3695  0.1388
O 2.7953 -1.1620 -3.5255  0.0321
H -0.1421 -2.2878 -3.9758  0.0917
H 0.2714 -0.8152 -3.1930  0.0704
H 2.8536 -3.7135 -4.0953  0.1058
H 1.2400 -3.7355 -4.4734  0.0781
N 3.7854 -0.9524 1.7922  0.1591
C 3.8355 -1.4826 0.5400  -0.6948
N 2.9667 -0.8491 -0.3105  0.1637
O 4.5770 -2.3908 0.1720  -0.0039
H 3.0873 -0.2447 1.9422  0.0691
H 4.2163 -1.4134 2.5723  0.1050
H 2.4154 -0.0934 0.0858  0.0402
H 3.0944 -1.0266 -1.2954  0.0719
N -3.1663 -4.3094 -1.6891  0.1351
C -3.0688 -5.6411 -1.5407  -0.7020
N -4.1229 -6.3099 -2.0784  0.1398
O -2.0710 -6.2298 -1.1109  0.0055
H -2.3678 -3.7288 -1.3961  0.0547
H -3.7633 -4.0119 -2.4388  0.0971
H -4.1552 -7.3131 -2.1040  0.1014
H -4.8891 -5.8312 -2.5130  0.0880
N 1.3780 2.1946 4.3396  0.1729
C 0.6570 2.8558 3.3999  -0.6417
N -0.6071 2.3677 3.3644  0.1909
O 1.1501 3.6799 2.6136  -0.0340
H 2.3070 2.4663 4.6088  0.1070
H 1.0435 1.3119 4.7120  0.0472
H -1.1379 2.7556 2.6015  0.0779
H -0.8545 1.5097 3.8291  0.0794
N -0.3957 6.1122 2.7771  0.1702
C -1.6549 6.1236 2.3110  -0.6977
N -1.9646 4.9919 1.6219  0.1426
O -2.4508 7.0691 2.3697  -0.0045
H -0.0931 5.1493 2.9279  0.0527
H -0.0987 6.8097 3.4367  0.1128
H -1.1721 4.4885 1.2438  0.0586
H -2.8707 4.8405 1.2203  0.1041

Results
Frontier orbital gap   8.84 eV
Multiplicity   1
E_HOMO   -0.3252 Eh
SMILES string   NC(N)=O.NC(N)=O.NC(N)=O.NC(N)=O.NC(N)=O.NC(N)=O.NC(N)=O.NC(N)=O.NC(N)=O.NC(N)=O.NC(N)=O.NC(N)=O
LUMO level   -0.005 eV


## b
Here is a cluster of 12 separate species, C12H48N24O12 in total from the OMol25 dataset. Energies are from ωB97M-V/def2-TZVPD.

Last column: Löwdin charge in e.
Geometry (Å):
N -2.9199 2.0204 -4.1423  0.1547
C -2.8695 3.2483 -3.6988  -0.7709
N -2.6120 4.0407 -4.6540  0.1712
O -2.7820 3.5646 -2.4957  0.0029
H -2.9257 1.8872 -5.1435  0.1166
H -3.3325 1.3508 -3.5086  0.0907
H -2.6911 3.5754 -5.5470  0.1106
H -2.4093 5.0272 -4.5786  0.1330
N 1.5811 0.2122 -5.1230  0.1495
C 0.4081 -0.2767 -4.7077  -0.7640
N -0.2737 0.6758 -4.2519  0.1906
O 0.1015 -1.4470 -4.9004  0.0218
H 1.9630 1.1266 -4.9275  0.1026
H 2.2663 -0.4772 -5.3974  0.1120
H -1.2329 0.4537 -4.0270  0.0735
H 0.1677 1.5837 -4.2834  0.1272
N 1.3811 -4.2231 -2.1789  0.1736
C 1.8488 -3.0218 -2.0554  -0.6998
N 0.8796 -2.2364 -1.5659  0.1728
O 3.0063 -2.6862 -2.3268  0.0119
H 2.0002 -4.9966 -2.3753  0.1240
H 0.3818 -4.3208 -2.0696  0.0877
H 0.0028 -2.4933 -1.1355  0.0509
H 1.0604 -1.2440 -1.5138  0.0876
N 3.4832 3.8057 -0.1683  0.1875
C 2.2714 4.2872 -0.3374  -0.7606
N 2.2720 5.4562 -0.9141  0.1788
O 1.3214 3.6488 -0.0037  0.0391
H 4.1805 4.4836 -0.4408  0.1045
H 3.7027 3.1573 0.5743  0.0963
H 3.1305 5.8754 -1.2416  0.1114
H 1.3989 5.8841 -1.1874  0.1240
N -1.7732 -2.5755 -2.9434  0.1900
C -2.7666 -1.7791 -2.5986  -0.7517
N -3.4408 -2.3433 -1.6280  0.1622
O -2.9877 -0.7091 -3.0802  0.0386
H -1.5605 -3.3427 -2.3219  0.0737
H -1.0288 -2.2010 -3.5142  0.0630
H -3.5366 -3.3410 -1.5038  0.1037
H -4.0195 -1.7494 -1.0514  0.1027
N 1.8800 -1.8127 2.2932  0.1855
C 2.1840 -1.3085 3.4347  -0.7792
N 1.4618 -1.9035 4.3479  0.1594
O 3.0972 -0.5042 3.5846  0.0135
H 1.0599 -2.4018 2.2717  0.0647
H 2.3381 -1.5084 1.4461  0.0672
H 1.6769 -1.6278 5.2955  0.1118
H 0.6522 -2.4740 4.1498  0.0944
N 4.5461 0.2044 0.6452  0.1829
C 3.7629 -0.2843 -0.2505  -0.7357
N 4.4803 -0.4067 -1.3165  0.1707
O 2.5659 -0.5362 -0.0699  -0.0031
H 5.5096 0.4222 0.4347  0.1158
H 4.1828 0.4645 1.5510  0.1013
H 4.0381 -1.1211 -1.8769  0.0722
H 5.4404 -0.0960 -1.3601  0.1158
N -3.4782 -1.7817 1.3239  0.1686
C -4.1545 -0.8451 1.9496  -0.7801
N -5.2125 -1.2666 2.5922  0.1722
O -3.8643 0.3078 1.8693  0.0550
H -2.5826 -1.3844 1.0785  0.0681
H -3.6943 -2.7301 1.5959  0.1067
H -5.6584 -0.4663 3.0175  0.1194
H -5.5936 -2.1953 2.7029  0.1137
N -1.1925 -5.9780 1.5885  0.1767
C -0.8127 -4.7401 1.4974  -0.7685
N -1.3639 -4.0718 0.5020  0.1745
O -0.0399 -4.1939 2.2447  0.0583
H -2.0622 -6.3014 1.1895  0.1157
H -0.6085 -6.4306 2.2771  0.1298
H -2.1997 -4.4981 0.1280  0.0923
H -1.1368 -3.0981 0.3591  0.0741
N 0.2363 1.1783 0.2416  0.1734
C -0.7126 0.4115 -0.2372  -0.7407
N -1.3035 1.0025 -1.2577  0.2186
O -0.9086 -0.6603 0.2982  0.0037
H 0.6601 0.7381 1.0459  0.0998
H 0.6196 2.0536 -0.0855  0.0585
H -1.1372 1.9018 -1.6863  0.1044
H -2.0206 0.3698 -1.5825  0.0722
N 2.4342 3.1154 4.8426  0.1748
C 3.0788 3.0547 3.7771  -0.8134
N 2.1802 2.7837 2.8519  0.1708
O 4.2111 3.4668 3.6135  0.0041
H 1.4464 2.9206 4.7637  0.0598
H 2.9015 3.6513 5.5600  0.1317
H 1.2197 2.6338 3.1257  0.0614
H 2.3438 2.6365 1.8661  0.0608
N -1.6563 1.5665 2.8425  0.2005
C -1.2641 1.9628 4.0421  -0.7068
N -2.2139 1.6612 4.8285  0.1670
O -0.1880 2.4653 4.3567  0.0119
H -0.9765 1.5467 2.0958  0.0853
H -2.5883 1.1815 2.7860  0.0533
H -2.9432 0.9952 4.6170  0.1154
H -2.2877 2.0292 5.7662  0.1257

Results
Frontier orbital gap   7.65 eV
Multiplicity   1
E_HOMO   -0.2947 Eh
SMILES string   NC(N)=O.NC(N)=O.NC(N)=O.NC(N)=O.NC(N)=O.NC(N)=O.NC(N)=O.NC(N)=O.NC(N)=O.NC(N)=O.NC(N)=O.NC(N)=O
LUMO level   -0.370 eV


It is b that is the least stable of them.


## a
Here is a structure of composition C6H8N2O2 from the OMol25 dataset. Energies are from ωB97M-V/def2-TZVPD.

Last column: Löwdin charge in e.
Geometry (Å):
C -2.1575 -0.0089 -0.5666  -0.4506
C -1.2394 -0.4254 0.6408  -0.1437
C 0.1968 -0.3453 0.3660  -0.3587
C 2.8444 -0.0903 -0.1109  -0.4834
C 2.1183 1.0862 0.0927  -0.0421
C 0.7563 1.1157 0.3128  0.0281
H -4.1524 0.0905 -1.1734  0.2935
H -2.3010 1.2479 -1.1220  0.1853
H -1.9197 -0.5561 -1.3033  0.0241
H -1.8194 0.1347 1.7096  0.2018
H -1.4960 -1.6164 0.9057  0.1700
H 2.7800 -2.1090 -0.0705  0.1864
H 2.5474 2.2352 0.0259  0.1758
H 0.0252 2.0977 0.8634  0.2121
N 0.8863 -1.3760 0.2075  0.1100
N 2.1945 -1.2518 -0.1325  0.0819
O -3.3697 -0.1665 -0.2117  -0.1505
O 4.1061 -0.0621 -0.4336  -0.0399

Results
Frontier orbital gap   9.08 eV
Multiplicity   1
E_HOMO   -0.3388 Eh
LUMO level   -0.142 eV


## b
Here is an isolated molecule of C6H8N2O2 from the OMol25 dataset. Energies are from ωB97M-V/def2-TZVPD.

Last column: Löwdin charge in e.
Geometry (Å):
C -2.8268 -0.6722 0.0260  -0.0275
N -1.4892 -0.1326 0.1553  -0.1814
C -1.1944 1.2174 0.0940  -0.0064
C 0.1771 1.3326 0.0873  -0.2774
O 0.8939 2.4265 -0.2413  0.0690
C 0.7228 0.0276 0.3097  -0.1046
C 2.1490 -0.2562 0.3773  -0.4914
N 2.7775 -0.9234 -0.6049  0.1337
O 2.9282 0.4913 1.0334  0.0070
C -0.3595 -0.8531 0.2923  -0.0378
H -3.4385 -0.3734 0.8866  0.0932
H -3.2983 -0.3016 -0.8931  0.0933
H -2.7706 -1.7647 -0.0138  0.0890
H -1.9753 1.9634 -0.0171  0.1298
H 1.8121 2.1130 -0.3651  0.1118
H 2.5088 -1.8866 -0.7554  0.1013
H 3.7714 -0.4678 -0.6493  0.1699
H -0.3881 -1.9400 0.2781  0.1284

Results
Frontier orbital gap   8.75 eV
Multiplicity   1
E_HOMO   -0.2972 Eh
SMILES string   Cn1cc(O)c(C(N)=O)c1
LUMO level   0.661 eV


## c
Here is an isolated molecule of C6H8N2O2 from the OMol25 dataset. Energies are from ωB97M-V/def2-TZVPD.

Last column: Löwdin charge in e.
Geometry (Å):
O -0.4979 3.4689 -3.3676  0.1693
C -0.1745 2.4705 -2.8587  -0.5648
N 0.2107 1.1654 -3.4309  0.1587
N 0.4111 0.3952 -2.5197  0.1184
C 0.1285 0.9060 -1.1689  -0.4445
C -1.1680 0.3089 -0.6815  -0.1176
C -0.5956 -0.8753 -0.0426  -0.1985
C 0.5293 -0.2458 0.8039  -0.1468
C 1.0990 0.8120 -0.1179  -0.1163
O -0.1748 2.3529 -1.5579  0.0844
H -1.7776 0.0293 -1.5375  0.1326
H -1.6231 1.1040 -0.0218  0.1653
H -0.1582 -1.4754 -0.7535  0.0800
H -1.3540 -1.5967 0.4990  0.1618
H 0.0595 0.1393 1.6418  0.0911
H 1.3796 -0.9675 0.9031  0.1321
H 1.2077 1.8652 0.2965  0.1613
H 2.1093 0.5605 -0.4678  0.1334

Results
Frontier orbital gap   9.67 eV
Multiplicity   1
E_HOMO   -0.3610 Eh
SMILES string   O=C1N=NC2(CCCC2)O1
LUMO level   -0.151 eV


## d
Here is a cluster of 2 separate species, C6H8N2O2 in total from the OMol25 dataset. Energies are from ωB97M-V/def2-TZVPD.

Last column: Löwdin charge in e.
Geometry (Å):
O 3.3114 -1.7565 0.0729  0.0722
C 2.3984 -0.9652 -0.0009  -0.4480
C 0.9658 -1.2764 -0.1570  0.0132
C 0.0517 -0.3084 -0.1722  -0.1380
N 0.3619 1.0229 -0.0991  0.1435
C 1.6885 1.4670 0.0002  -0.4644
O 1.9776 2.6682 0.0809  0.0474
N 2.6188 0.4409 0.0426  0.1933
H 0.7133 -2.3529 -0.1878  0.1252
H -1.0237 -0.5093 -0.1400  0.0108
H -0.4235 1.6218 0.0332  0.1427
H 3.5911 0.7063 0.1899  0.1664
C -2.7642 -0.3028 0.6855  -0.0456
C -2.5986 -0.0277 -0.6046  -0.0882
H -2.2858 -1.0238 1.2173  0.0288
H -3.4861 0.1630 1.3820  0.0831
H -1.9532 -0.4415 -1.3718  0.0723
H -3.1432 0.8745 -0.9712  0.0855

Results
Frontier orbital gap   9.92 eV
Multiplicity   1
E_HOMO   -0.3452 Eh
SMILES string   O=c1cc[nH]c(=O)[nH]1.C=C
LUMO level   0.527 eV


It is a that is the least stable of them.


## a
Here is an isolated molecule of C6H8N2O2 from the OMol25 dataset. Energies are from ωB97M-V/def2-TZVPD.

Last column: Löwdin charge in e.
Geometry (Å):
C 0.6064 -1.0788 0.6753  -0.0289
C 0.0002 0.0082 -0.1912  -0.3726
C -1.1639 0.7324 0.4594  -0.0376
C 0.6342 0.5244 -1.4215  -0.0197
C -0.4137 -0.5017 -1.7173  -0.2376
C -0.1030 -1.7820 -2.3458  -0.1386
N 0.3601 -2.7125 -2.8454  0.1839
N -1.6809 -0.0006 -2.2512  -0.3774
O -2.5001 -0.7760 -2.6714  0.0984
O -1.8700 1.1795 -2.3262  0.0791
H -0.1955 -1.7764 0.7062  0.0767
H 0.9568 -0.7488 1.6828  0.0988
H 1.5184 -1.5547 0.1295  0.1223
H -2.2227 0.2776 0.5275  0.1298
H -1.3681 1.6890 -0.1023  0.0936
H -0.8357 0.9270 1.4398  0.0596
H 1.5886 0.1808 -1.6628  0.1043
H 0.4734 1.6596 -1.5855  0.1659

Results
Frontier orbital gap   10.71 eV
Multiplicity   1
E_HOMO   -0.3914 Eh
SMILES string   CC1(C)C[C@]1(C#N)[N+](=O)[O-]
LUMO level   0.062 eV


## b
Here is a cluster of 2 separate species, C6H8N2O2 in total from the OMol25 dataset. Energies are from ωB97M-V/def2-TZVPD.

Last column: Löwdin charge in e.
Geometry (Å):
O -1.7053 -1.5755 -0.6420  0.1177
C -0.9777 -0.6317 -0.5364  -0.4933
C -1.0800 0.7568 -0.8491  -0.1210
C -0.0390 1.5232 -0.7344  -0.1529
N 1.2845 1.0314 -0.5987  0.0918
C 1.5644 -0.2790 -0.1132  -0.6279
O 2.5656 -0.6752 0.4866  0.0606
N 0.4695 -0.9835 -0.2347  0.0566
H -2.0142 1.3007 -1.1353  0.1570
H -0.0553 2.6745 -0.7092  0.1612
H 2.0122 1.8227 -0.0973  0.2381
H 0.7549 -2.0987 -0.4756  0.2704
C -1.6363 0.6140 1.3838  -0.0844
C -0.4636 0.0834 1.5264  -0.1267
H -1.6439 1.7627 1.3071  0.1119
H -2.5286 0.0220 0.9410  0.1214
H 0.2730 0.8173 1.7493  0.0830
H -0.1663 -1.0289 1.4332  0.1366

Results
Frontier orbital gap   8.99 eV
Multiplicity   1
E_HOMO   -0.3184 Eh
SMILES string   O=c1cc[nH]c(=O)[nH]1.C=C
LUMO level   0.324 eV


It is b that is the least stable of them.